No. 1
ORCA calculation (ωB97M-V/def2-TZVPD) on a 7-piece molecular cluster, C32H73F3N10O12P2S overall.

Each line ends with the Löwdin charge.
Atoms and positions in Å:
C 1.872824 -3.073068 6.818762  -0.093
C 2.054220 -3.477621 5.354003  -0.213
C 1.575160 -2.356680 4.411184  -0.314
C 2.315941 -1.048660 4.716605  -0.052
C 1.723751 -2.786184 2.949496  -0.335
O 2.854179 -2.178457 2.366512  -0.119
C 3.366062 -2.852538 1.242292  -0.190
C 4.816523 -3.272045 1.432824  -0.064
C 5.795679 -2.097832 1.282895  -0.273
O 5.303026 -0.856311 1.702353  0.016
C 6.286358 -1.965052 -0.153400  -0.509
F 5.259404 -1.529782 -0.949185  0.110
F 6.738519 -3.137612 -0.681611  0.116
F 7.302234 -1.055958 -0.245762  0.128
C 0.483850 -2.439701 2.115925  -0.376
O 0.172014 -1.048784 2.341857  -0.101
C -0.004047 -0.270925 1.227564  -0.610
C -0.634631 1.097556 1.572672  -0.085
C -0.477405 1.675591 2.979634  -0.630
N -1.147393 3.028537 2.896360  0.068
N 0.918198 1.807866 3.367944  0.099
N -1.185610 0.916448 3.980959  0.107
O 1.206200 -0.079884 0.472376  -0.083
N 2.305990 0.158618 1.294358  0.033
O 3.261209 0.352769 0.645330  0.064
P -1.165465 -1.047519 -0.062491  0.534
S -0.298263 -1.979660 -1.543084  0.220
P -0.846441 -3.635945 2.685286  0.956
C -2.013017 -2.584119 3.629027  -0.242
O -1.733996 -3.968973 1.325630  -0.352
H 1.060819 -2.363261 6.944198  0.076
H 1.655941 -3.934681 7.442715  0.065
H 2.772471 -2.595665 7.192078  0.070
H 3.096960 -3.664320 5.110769  0.114
H 1.421630 -4.339449 5.149671  0.099
H 0.532474 -2.182851 4.670444  0.116
H 2.372798 -0.407264 3.848313  0.049
H 3.291532 -1.226279 5.158337  0.086
H 1.746447 -0.501090 5.456804  0.057
H 1.831267 -3.871929 2.904753  0.126
H 2.772462 -3.730856 0.993017  0.134
H 3.324513 -2.190874 0.375391  0.111
H 4.961134 -3.762220 2.389422  0.127
H 5.029803 -4.011400 0.663429  0.121
H 6.676165 -2.281498 1.891164  0.161
H 4.540957 -0.598401 1.176129  0.015
H 0.693808 -2.647289 1.065625  0.079
H -1.709664 1.004735 1.431937  0.080
H -0.228849 1.822904 0.875824  0.128
H -1.108110 3.399530 1.956760  0.055
H -0.655309 3.676687 3.492154  0.061
H 0.992213 2.278406 4.261158  0.072
H 1.391572 2.382807 2.682326  0.076
H -1.730633 1.532035 4.558316  0.076
H -1.761955 0.201857 3.576255  0.046
H -1.853446 0.056728 -0.553819  -0.018
H -2.118363 -1.784736 0.653548  0.001
H -2.205045 -3.078679 4.576125  0.032
H -2.961915 -2.539048 3.100905  0.045
H -1.642227 -1.591560 3.846181  0.001
H -1.833417 -4.918588 1.322102  0.033
C -4.794746 4.066504 -0.120309  -0.066
N -4.269371 2.829422 0.432031  0.020
C -4.330166 1.589918 -0.108733  -0.537
C -4.993330 1.455131 -1.451621  -0.002
O -3.854409 0.629762 0.491722  -0.032
H -3.986150 4.787028 -0.258658  0.080
H -5.529085 4.495862 0.561625  0.086
H -5.278614 3.885725 -1.073636  0.064
H -3.808097 2.862261 1.329225  0.126
H -4.969874 0.410630 -1.749753  0.090
H -6.028445 1.793281 -1.397758  0.053
H -4.462582 2.044504 -2.200785  0.095
C 3.907396 3.730080 5.987016  -0.079
N 3.529991 2.352876 6.241323  0.012
C 2.836167 1.846953 7.300522  -0.546
C 2.375991 2.818731 8.363080  -0.010
O 2.604084 0.654466 7.361980  0.034
H 3.478292 4.072925 5.042874  0.076
H 4.992953 3.817496 5.919786  0.083
H 3.555787 4.377461 6.782848  0.070
H 3.802455 1.650058 5.570088  0.137
H 1.842472 2.261184 9.125624  0.082
H 3.227549 3.320358 8.824024  0.083
H 1.705376 3.568353 7.940699  0.081
C 3.081483 -0.791764 -2.955286  -0.095
N 2.456905 -0.916353 -4.260092  0.016
C 1.359330 -0.265079 -4.727937  -0.557
C 0.681536 0.703646 -3.786382  -0.030
O 0.948168 -0.465343 -5.858629  0.022
H 4.117530 -0.467559 -3.067632  0.076
H 3.073160 -1.756112 -2.444887  0.072
H 2.552375 -0.071320 -2.342388  0.060
H 2.857439 -1.558151 -4.924867  0.135
H -0.170065 1.137472 -4.300196  0.079
H 0.330006 0.189601 -2.889950  -0.004
H 1.364717 1.503135 -3.496351  0.082
C 7.823942 -2.031960 -6.122580  -0.080
N 7.668178 -3.470020 -6.012884  0.003
C 7.190910 -4.188700 -4.959894  -0.551
C 6.760806 -3.417384 -3.733777  -0.015
O 7.119011 -5.403490 -5.018229  0.035
H 7.230679 -1.650826 -6.955683  0.082
H 8.870512 -1.778521 -6.300803  0.081
H 7.498971 -1.541069 -5.212105  0.069
H 7.937075 -4.040009 -6.798382  0.137
H 6.407024 -4.120930 -2.990280  0.074
H 7.597756 -2.857035 -3.316804  0.085
H 5.951903 -2.726570 -3.978139  0.078
C -10.885062 1.736610 -3.074203  -0.073
N -9.843363 2.401963 -2.313444  0.010
C -8.512137 2.433829 -2.567185  -0.535
C -8.012708 1.697431 -3.786020  -0.013
O -7.755268 3.043668 -1.820602  0.005
H -11.618959 2.465167 -3.422351  0.083
H -11.396461 1.003771 -2.448529  0.084
H -10.464938 1.227047 -3.933717  0.072
H -10.109112 2.911779 -1.486096  0.139
H -6.937308 1.808377 -3.856360  0.066
H -8.245734 0.634903 -3.720206  0.096
H -8.462589 2.101303 -4.692351  0.078
C -5.808956 4.237364 -7.961134  -0.076
N -6.230866 3.149150 -7.098577  0.008
C -5.812908 1.854293 -7.109753  -0.544
C -4.776586 1.469332 -8.138683  -0.008
O -6.262125 1.046217 -6.313719  0.031
H -5.373454 5.041720 -7.366200  0.083
H -6.664180 4.637322 -8.508263  0.083
H -5.069435 3.894484 -8.675464  0.071
H -6.917887 3.345424 -6.389273  0.128
H -4.550134 0.415528 -8.016936  0.084
H -5.153488 1.634835 -9.148487  0.084
H -3.860442 2.044043 -7.999833  0.087

Forces on atoms 1 to 3 (eV/Å):
C 0.35 -0.16 -0.11
C -0.81 0.75 -0.12
C 0.79 -0.02 0.42

For the HOMO energy, the calculation gives -8.39 eV. For the total energy, the calculation gives -4094.0258 Ha. As for the SMILES: CC[C@@H](C)[C@H](OCC[C@H](O)C(F)(F)F)[C@H](O[C@@](CC(N)(N)N)(ON=O)[PH2]=S)P(C)O.CNC(C)=O.CNC(C)=O.CNC(C)=O.CNC(C)=O.CNC(C)=O.CNC(C)=O.

---

No. 2
ORCA calculation (ωB97M-V/def2-TZVPD) on one molecule with the formula C6H14N2Si.

Each line ends with the Löwdin charge.
Atoms and positions in Å:
C 1.988679 0.274204 0.906468  -0.180
Si 0.279889 0.717814 0.207523  0.544
C -1.096892 0.963877 1.519556  -0.171
C 0.431174 2.424005 -0.684202  -0.171
C -0.241276 -0.494340 -1.152830  -0.254
C -0.408066 -1.958027 -0.578235  -0.186
C -1.608986 -2.505076 -1.347039  -0.215
N -2.398662 -1.381148 -1.764735  -0.067
N -1.923233 -0.311067 -1.706548  0.068
H 2.676612 1.109299 1.182263  0.042
H 2.025705 -0.327760 1.868145  0.050
H 2.388821 -0.330038 0.151742  -0.013
H -1.891988 1.496994 1.145323  -0.013
H -1.600284 0.196422 2.100110  0.027
H -0.639335 1.665893 2.212762  0.025
H 0.817268 3.166153 0.057745  0.046
H 1.078288 2.087893 -1.516631  0.032
H -0.518198 2.645348 -1.007413  -0.017
H 0.338067 -0.331036 -2.023959  0.062
H -0.681598 -1.796214 0.454009  0.080
H 0.491393 -2.590223 -0.687646  0.116
H -1.414204 -3.121691 -2.170269  0.094
H -2.242341 -3.176168 -0.802823  0.103

Forces on atoms 1 to 3 (eV/Å):
C -0.46 0.44 2.57
Si -0.98 1.33 0.23
C 1.93 -0.90 0.61

For the HOMO energy, the calculation gives -8.52 eV. For the total energy, the calculation gives -635.9529 Ha. As for the SMILES: C[Si](C)(C)[C@H]1CCN=N1. The energy relative to the best compared isomer or geometry (same formula, charge and spin) is 3.7549 eV.

---

No. 3
ORCA calculation (ωB97M-V/def2-TZVPD) on a 2-piece molecular cluster, C7H18Cl2FN3O2S overall.

Each line ends with the Löwdin charge.
Atoms and positions in Å:
C -4.799470 0.515384 -1.739499  -0.102
C -3.448105 0.372593 -1.001541  -0.240
C -2.716805 -0.959625 -1.384670  -0.178
C -1.281108 -0.684853 -1.859391  -0.218
N -0.312680 -0.629970 -0.773403  -0.081
N -0.086313 0.687359 -0.316747  -0.204
C 1.027212 1.283312 -1.079880  -0.292
N 1.237411 2.690250 -0.776497  0.022
S 0.309086 0.545975 1.340641  0.603
O 0.606271 -0.806643 1.636661  -0.264
O 1.340201 1.415768 1.754871  -0.242
F -0.999998 0.867157 2.098542  -0.116
H -4.721656 1.356866 -2.426826  0.066
H -5.586280 0.788404 -1.038245  0.064
H -5.089489 -0.389206 -2.264351  0.061
H -3.615860 0.337663 0.073207  0.095
H -2.769044 1.187716 -1.236101  0.083
H -2.687951 -1.644324 -0.541886  0.109
H -3.248007 -1.382131 -2.236918  0.094
H -0.959164 -1.472134 -2.542618  0.118
H -1.311272 0.235578 -2.453137  0.108
H 0.555527 -1.109176 -0.981181  0.121
H 1.953993 0.707712 -1.002148  0.130
H 0.732281 1.210454 -2.131815  0.116
H 2.056377 2.961441 -1.310388  0.080
H 0.453611 3.234900 -1.119009  0.078
Cl 4.902725 -2.374907 1.186074  0.525
C 3.984543 -2.123469 2.696016  -0.661
C 4.120487 -0.717310 3.216712  -0.670
Cl 5.765355 -0.368421 3.814615  0.533
H 4.328913 -2.853833 3.424015  0.067
H 2.938855 -2.325914 2.469608  0.061
H 3.442807 -0.570138 4.055468  0.076
H 3.877546 0.013523 2.449821  0.058

Forces on atoms 1 to 3 (eV/Å):
C 0.43 0.82 0.55
C -0.13 -1.44 -0.08
C 0.33 1.21 -0.31

For the HOMO energy, the calculation gives -9.86 eV. For the total energy, the calculation gives -2010.6263 Ha. As for the SMILES: CCCCNN(CN)S(=O)(=O)F.ClCCCl.

---

No. 4
ORCA calculation (ωB97M-V/def2-TZVPD) on an isolated ion of composition C5H10N3O and charge +1.

Each line ends with the Löwdin charge.
Atoms and positions in Å:
O 0.510328 0.320711 3.141042  0.181
C -0.406786 0.639594 2.340928  -0.088
N -1.386395 1.035272 1.551451  0.139
N -1.197768 0.566501 0.216620  -0.141
C -1.088094 -0.923826 0.099144  -0.097
C 0.380738 -1.520023 -0.146373  -0.172
N 0.917665 -0.842921 -1.402813  -0.080
C 1.177126 0.567105 -0.952825  -0.199
C -0.116924 1.375711 -0.446637  -0.079
H -2.094451 0.829109 -0.263443  0.205
H -1.542826 -1.508324 1.001105  0.165
H -1.738988 -1.239317 -0.817127  0.164
H 0.446219 -2.664642 -0.190739  0.149
H 1.040454 -1.194169 0.764400  0.120
H 1.822472 -1.300063 -1.655204  0.130
H 2.009824 0.571864 -0.155577  0.129
H 1.596338 1.131145 -1.884992  0.150
H -0.582611 1.882024 -1.390271  0.159
H 0.266094 2.268783 0.197213  0.165

Forces on atoms 1 to 3 (eV/Å):
O -6.80 2.39 -5.66
C 3.31 -0.90 3.06
N 3.39 -1.52 3.69

For the HOMO energy, the calculation gives -13.75 eV. For the total energy, the calculation gives -435.6363 Ha. As for the net charge: +1. As for the SMILES: O=C=N[NH+]1CCNCC1. The energy relative to the best compared isomer or geometry (same formula, charge and spin) is 4.5108 eV.

---

In the order shown, the computed molar mass values come out to 941.00, 142.28, 298.21, 128.16 Da.
In the order shown, the computed orbital gap values come out to 8.490, 9.419, 10.380, 8.982 eV.
In the order shown, the computed LUMO energy values come out to 0.1, 0.9, 0.5, -4.8 eV.